[1]
This record from OMol25 describes a cluster of 14 separate species, C12H52O14 in total at a distorted geometry. The level of theory is ωB97M-V/def2-TZVPD.

Output
Net charge: -1
HOMO-LUMO gap (spin up / spin down), eV: 2.17 / 9.16
Electronic energy, Eh: -1541.67371
F_max, eV Å⁻¹: 2.68
E_HOMO (spin up / spin down), eV: -0.1 / -7.2
Spin multiplicity: 2

The geometry in XYZ format:
```
78
Properties=species:S:1:pos:R:3:forces:R:3
H 17.247 5.705 16.947 -0.45 0.44 0.13
H 24.550 11.855 8.789 -0.31 -0.11 -0.06
H 17.737 10.760 13.243 0.48 -0.44 -0.29
H 18.878 9.875 10.206 0.28 -0.23 -0.26
H 22.274 10.534 10.442 -0.15 0.23 0.20
H 18.192 7.227 16.738 0.28 -0.19 0.50
H 22.442 11.153 6.005 -0.79 0.52 -0.16
H 23.600 6.142 12.092 -0.03 -0.21 -0.28
H 16.029 7.810 13.822 -0.29 -0.27 0.11
H 23.609 4.156 10.377 -0.04 0.24 0.03
O 22.747 8.251 13.605 0.57 0.13 0.67
H 18.635 11.007 14.705 -0.05 0.15 0.54
H 23.998 3.159 12.898 0.62 0.24 0.56
H 19.971 10.150 11.579 -0.27 0.36 0.11
C 22.968 11.995 6.453 0.99 0.58 0.03
H 25.959 12.404 8.845 0.20 0.02 -0.10
O 25.159 12.320 9.363 0.12 0.15 0.25
H 16.719 6.105 10.832 -0.30 -0.41 -0.37
O 19.030 11.469 6.843 0.55 0.29 -0.34
O 21.142 12.999 7.859 1.56 0.35 0.84
H 22.556 9.851 8.898 -0.23 -0.54 -0.21
H 20.595 14.450 5.863 0.24 0.18 0.56
O 21.748 8.210 11.121 -0.38 -0.84 0.50
H 20.566 8.257 9.380 0.63 -0.57 -0.15
H 18.484 6.917 9.631 -0.11 0.24 0.48
O 18.519 6.711 14.006 -1.01 0.49 1.01
O 19.262 10.441 14.256 -0.02 -0.24 0.12
O 16.916 11.140 12.931 -0.67 0.11 -0.08
H 18.828 5.562 16.402 0.31 0.38 -0.67
H 15.540 7.521 15.558 -0.17 -0.33 -0.23
H 18.092 11.327 6.973 -0.70 -0.10 0.30
H 16.883 8.532 15.141 0.15 0.14 0.03
H 22.200 8.234 14.390 -0.17 -0.01 0.18
C 21.758 10.048 9.614 -0.47 0.52 0.24
H 23.734 5.675 13.746 0.85 -0.32 0.04
H 22.660 8.202 10.820 0.17 -0.02 -0.30
H 24.957 7.401 9.025 0.26 -0.06 0.06
H 20.876 12.938 5.130 0.27 -0.37 0.13
O 18.542 6.283 8.916 0.87 -0.46 -0.60
C 23.470 5.291 12.760 -0.64 -0.41 0.57
H 20.414 12.589 7.387 -0.56 -0.25 -0.05
H 17.105 5.489 14.601 -1.26 0.13 -0.11
H 16.761 7.574 11.193 -0.45 0.75 -0.25
H 17.666 6.276 8.530 -0.52 0.13 -0.18
C 17.975 6.237 16.335 -0.75 0.60 -0.53
H 16.942 12.048 13.236 -0.08 0.30 -0.08
C 17.393 6.494 14.909 1.83 -1.45 0.57
C 21.391 13.729 5.675 0.31 0.71 -1.30
H 20.003 11.014 14.057 0.36 0.10 -0.18
C 24.158 4.003 12.227 -0.86 2.12 0.85
H 23.608 7.801 8.467 -0.52 -0.03 -0.28
O 24.120 7.790 9.276 0.17 0.00 0.23
C 19.618 9.412 10.859 2.11 -0.23 0.83
H 23.692 12.353 5.721 -0.04 0.00 -0.45
H 16.737 10.234 8.899 0.14 -0.35 0.57
H 15.489 10.546 8.101 -0.38 -0.08 0.02
C 20.958 8.880 10.184 -1.77 1.28 -0.82
H 26.071 4.480 12.865 0.43 -0.44 0.15
C 25.569 4.299 11.914 2.20 -0.42 0.80
H 19.170 8.632 11.475 -0.12 -0.18 -0.26
O 16.444 10.553 8.045 0.35 0.40 -0.69
O 17.157 6.730 11.410 0.60 -0.22 0.81
C 22.163 13.271 6.895 -1.91 -1.75 -0.72
O 23.527 3.537 11.106 -1.43 -0.94 -2.06
H 22.096 14.214 5.000 -0.06 0.00 -0.42
H 23.628 11.453 7.131 -0.21 0.47 0.89
H 21.063 10.769 9.183 0.22 0.15 -0.15
H 19.433 10.630 7.065 0.05 -0.36 0.10
H 26.008 3.461 11.373 0.25 -0.20 0.29
O 21.562 6.582 7.643 0.62 0.26 -0.28
C 16.357 7.624 14.844 0.99 -0.11 0.12
H 18.052 6.595 13.175 0.44 0.18 -1.04
H 25.894 5.184 11.367 -1.10 0.34 -0.40
H 22.408 5.113 12.931 -0.22 -0.09 -0.58
H 20.649 6.301 7.582 -0.65 0.03 0.24
H 22.800 14.106 7.184 0.13 -0.39 0.63
H 22.215 7.826 12.933 -0.47 0.11 -0.49
H 22.041 5.791 7.889 0.02 -0.22 0.15
```
Positions in Å, forces in eV/Å.

[2]
This record from OMol25 describes a cluster of 9 separate species, C12H54N8O8S in total at a distorted geometry. The level of theory is ωB97M-V/def2-TZVPD.

Output
Net charge: +3
HOMO-LUMO gap (spin up / spin down), eV: 4.31 / 6.40
Electronic energy, Eh: -1926.52202
F_max, eV Å⁻¹: 5.20
E_HOMO (spin up / spin down), eV: -12.4 / -15.0
Spin multiplicity: 2

The geometry in XYZ format:
```
83
Properties=species:S:1:pos:R:3:forces:R:3
H 19.253 0.944 7.667 0.11 0.05 0.14
C 26.132 -2.508 8.705 -0.33 0.79 -0.62
H 20.947 6.050 1.195 0.20 0.16 0.82
H 22.183 -5.317 6.340 -0.33 -0.54 0.38
H 24.178 -1.626 8.389 0.19 0.11 -0.44
H 25.398 -0.627 9.209 -0.51 0.22 0.51
H 19.984 2.752 6.302 0.69 0.61 -0.34
O 18.737 0.674 5.685 1.35 -1.89 -0.01
H 26.830 -4.154 3.416 0.37 -0.28 -0.71
H 25.295 -1.645 15.450 -0.49 0.34 -0.78
N 23.071 -4.890 6.562 0.65 -0.13 0.04
N 25.396 0.412 4.207 -0.59 1.45 -1.03
H 26.198 -3.072 4.458 0.19 0.60 0.58
H 25.484 -0.983 11.726 0.73 0.01 -1.01
H 28.958 -2.862 8.301 -0.49 -0.17 -0.70
H 27.844 -4.212 8.915 -0.44 0.19 -0.75
N 24.387 -2.163 10.349 -1.02 1.28 0.36
H 25.967 1.178 4.535 1.05 -0.25 0.84
C 28.258 -3.214 9.058 1.55 -0.19 0.93
H 26.221 -3.058 15.611 -0.05 -0.23 -0.01
C 20.695 1.926 6.330 -1.06 -0.12 1.22
O 25.842 -2.767 13.665 0.12 1.04 0.12
H 20.138 0.002 4.695 -0.29 1.33 -0.28
H 16.850 1.257 5.112 0.17 -0.37 0.24
H 20.556 0.000 3.010 -1.11 0.64 -0.16
C 24.796 -2.540 12.786 -1.71 -0.02 -0.14
H 20.228 2.957 2.922 0.42 -0.68 -0.74
C 17.693 1.585 5.719 -0.85 1.53 0.75
S 22.895 -1.824 5.573 4.59 -0.31 -1.01
H 21.850 -1.961 9.588 1.28 0.45 0.28
H 25.359 -4.348 4.153 -1.38 -1.35 0.22
C 25.300 -2.029 11.478 0.64 -1.10 0.74
H 21.522 -4.859 2.797 -0.72 -0.45 0.26
H 25.862 -0.371 3.771 0.41 -0.14 0.26
H 24.085 -1.790 13.132 -0.20 -0.03 0.60
O 22.970 -0.400 5.692 0.62 1.53 0.84
H 19.465 5.471 2.118 0.10 0.84 0.34
H 23.048 -3.917 6.292 -0.20 0.73 -0.33
H 24.901 0.926 3.493 -0.51 -0.08 -1.00
H 22.481 3.551 4.828 -0.35 0.16 1.26
H 26.146 -2.696 11.315 0.73 0.94 -0.15
N 20.281 -0.511 3.837 -0.01 -1.85 -0.17
N 21.753 -2.822 9.070 -1.42 0.25 0.90
H 26.340 -2.387 7.642 -0.14 -0.08 -0.52
H 19.568 -1.226 3.818 -1.17 0.46 -1.08
H 23.086 -5.275 3.288 0.89 -0.51 0.83
H 24.655 0.168 4.848 -0.59 -0.77 1.20
O 22.385 -2.467 6.767 -1.28 0.03 -0.01
H 20.292 4.455 1.086 0.10 -0.26 -0.53
O 21.286 4.733 2.811 0.86 -1.04 2.56
H 17.925 2.594 5.378 0.56 0.03 -0.47
H 22.768 -4.233 2.034 0.61 -0.64 -1.25
H 17.411 1.776 6.754 -0.52 -0.38 0.15
H 21.403 2.070 7.146 0.05 0.27 0.25
C 25.408 -2.639 15.018 1.01 -1.37 0.45
C 24.970 -1.627 9.138 0.85 -0.20 -0.40
H 20.398 -0.089 6.783 -0.62 -0.85 -0.32
H 23.364 -4.820 7.526 -0.25 -0.74 0.71
O 24.202 -2.451 5.270 1.71 0.14 1.24
H 20.761 -2.977 9.175 -0.34 -1.45 0.62
C 20.483 5.264 1.791 -1.35 -1.81 -0.62
N 21.329 1.656 5.080 0.42 1.38 -1.67
H 24.229 -3.456 12.617 -0.29 -0.50 0.10
H 24.250 -3.136 10.112 0.21 -0.50 0.66
H 24.547 -3.299 15.127 -0.28 0.35 0.44
H 28.956 -3.455 9.860 -0.23 0.70 0.69
N 25.975 -3.693 3.693 1.32 0.84 0.73
C 21.891 2.803 4.297 -0.18 0.65 1.20
H 21.973 0.879 5.130 0.04 0.67 0.34
H 19.878 3.792 4.205 0.62 0.94 1.11
H 23.833 -5.289 6.032 0.69 -0.88 -0.77
H 25.509 -3.129 2.997 -0.27 -0.11 -0.74
H 25.790 -3.529 8.871 0.25 -0.63 -0.01
O 22.231 -2.161 4.357 -4.08 -1.20 -2.99
N 22.472 -4.549 2.947 -0.95 0.79 -2.11
H 21.053 -1.151 3.959 1.42 -0.37 0.59
C 20.775 3.590 3.620 -0.43 0.55 -3.41
H 22.447 -3.522 9.292 -0.51 -0.23 1.29
H 22.481 -3.624 3.353 0.00 0.67 2.16
H 21.863 -2.718 8.072 0.27 1.24 -1.00
O 27.307 -2.215 9.403 0.00 -1.00 -0.11
H 22.753 2.485 3.711 -0.69 -0.65 -1.18
C 19.738 0.775 6.706 0.20 1.40 -0.37
```
Positions in Å, forces in eV/Å.

[3]
This record from OMol25 describes a structure of composition C12H57AgN10O20 at a distorted geometry. The level of theory is ωB97M-V/def2-TZVPD.

Output
Net charge: +1
HOMO-LUMO gap (spin up / spin down), eV: 9.80 / 7.34
Electronic energy, Eh: -2690.79352
F_max, eV Å⁻¹: 4.44
E_HOMO (spin up / spin down), eV: -12.0 / -12.0
Spin multiplicity: 2

The geometry in XYZ format:
```
100
Properties=species:S:1:pos:R:3:forces:R:3
C -2.702 3.929 -4.153 -0.40 -0.91 -0.07
O 0.082 -4.072 -4.859 -0.14 2.33 1.87
H 4.595 2.048 -4.136 -0.11 0.10 0.34
O -1.665 0.542 -1.536 1.08 -0.61 -0.16
O 0.620 -2.593 3.950 0.32 0.12 0.66
H 4.867 0.158 0.213 -0.27 0.18 -0.08
C 2.862 -0.932 -4.012 0.34 -1.99 1.13
H 2.997 -1.019 -2.914 0.16 -0.37 -0.44
H -4.555 2.820 0.320 0.11 0.05 -0.42
H 2.227 -5.449 2.800 -0.81 0.60 -0.55
H 0.196 -2.240 3.164 -0.37 0.08 -0.73
C -1.793 -0.089 5.674 0.07 -0.21 -0.63
H 4.412 -4.570 2.162 -0.37 0.57 -0.56
H 3.566 -1.639 -4.522 -0.39 0.92 0.31
H -3.190 2.300 5.830 -0.45 0.02 0.36
H -3.674 2.661 -0.991 -0.10 0.15 -0.23
O -2.377 -4.018 1.050 1.13 2.07 0.54
O 1.104 -0.688 -0.794 -1.31 -0.52 -0.07
H 0.790 -4.527 2.374 0.24 -0.02 0.19
H 0.126 2.790 -0.556 -0.11 -0.10 -0.27
O -3.660 2.697 -0.023 0.10 -0.04 0.55
H -2.000 -1.017 6.185 0.08 -0.32 0.23
N -3.251 2.855 -3.198 0.53 1.12 -1.59
N 3.952 -3.960 1.474 -1.91 -0.05 1.00
O -2.937 -2.898 3.968 0.07 0.15 -0.39
H -2.825 1.932 -3.276 0.53 0.36 -0.08
H -1.039 0.459 -2.382 -0.90 0.03 0.82
O -2.408 0.580 1.287 0.16 0.27 -0.63
O 0.720 3.281 0.017 -0.47 0.47 0.86
H -3.830 -3.002 3.630 -0.40 -0.22 0.29
H 0.099 3.840 0.574 0.43 -0.32 -0.90
C 1.418 0.753 2.784 0.23 0.64 -1.99
O -3.728 -1.053 -1.338 -0.41 0.03 -0.41
H 1.110 -1.618 -0.490 0.77 0.36 0.19
H -3.712 -2.002 -1.184 0.00 -0.12 0.06
H 2.362 1.056 -2.530 -0.38 0.28 0.00
C -1.573 -2.861 0.761 -0.05 -0.31 3.82
H -2.285 -0.235 -1.545 0.14 0.64 0.00
H 4.453 -3.088 1.275 -0.55 -0.67 0.22
H 1.442 2.355 1.508 -0.08 -0.17 -0.42
H -1.767 -2.372 -4.679 -0.11 -0.15 0.37
H -0.045 -3.252 -1.732 0.35 -0.51 -0.68
H 1.010 -4.402 -2.636 0.36 -0.40 0.56
C 3.838 1.832 -0.230 -2.82 -3.37 -0.69
Ag -0.553 -0.013 0.356 -1.05 0.40 -0.16
H -3.894 2.207 4.205 -0.04 0.15 -0.05
H -2.137 2.312 4.524 0.21 -0.13 -0.58
H -2.068 4.800 0.506 0.29 -0.34 0.20
O -3.007 -0.237 3.640 -0.46 0.64 0.48
O 1.957 -2.831 1.072 0.24 0.43 -0.08
H 1.474 -0.661 4.085 0.48 0.35 0.36
H -0.836 2.983 -4.230 -0.62 0.44 -0.02
H -0.827 4.372 -5.175 -1.11 0.31 0.23
C 2.506 -3.780 1.605 0.87 -0.94 -0.52
C -3.079 1.874 4.842 0.16 0.92 -0.25
H -4.420 -0.878 -1.995 0.19 -0.21 0.30
H 2.729 2.369 2.636 -0.51 -0.40 0.03
O 2.947 1.024 -0.733 1.51 2.13 0.20
N 1.739 -4.805 2.159 2.22 0.19 0.05
H -2.445 -2.832 3.126 0.62 -0.28 -0.05
H -2.608 0.361 2.249 -0.10 0.10 -0.24
C 2.976 0.506 -4.295 0.87 1.16 -0.96
O -1.236 4.866 1.006 -0.71 -0.75 -0.24
H -2.515 -4.576 0.296 0.09 -0.20 -0.96
H -1.106 5.795 1.102 0.30 1.07 0.20
O -3.459 4.788 -4.550 0.77 -0.63 0.52
H -2.982 1.258 0.842 0.55 -0.41 0.50
N 0.288 -3.720 -2.588 -0.69 1.45 -1.38
N 3.596 3.146 -0.275 0.00 -0.42 -0.04
H 2.637 3.382 -0.565 0.65 -0.03 0.25
H -1.101 -0.297 4.846 0.36 0.16 0.54
N 1.900 0.268 3.929 -1.20 -1.58 0.26
O -0.522 0.407 -3.785 -0.25 0.46 -0.34
C -0.154 -3.382 -3.856 -2.15 -1.15 -0.02
C 4.478 0.970 -4.187 -0.69 -0.38 -0.41
H -1.381 0.630 6.368 0.13 0.18 0.18
C -3.033 0.402 4.951 -0.19 -1.46 0.16
H -2.829 -1.202 3.760 -0.29 0.46 0.18
H -3.941 0.067 5.496 0.31 0.04 -0.44
H -0.655 -0.517 -4.083 0.24 -0.07 0.17
H -4.228 2.707 -3.479 0.44 0.55 0.07
H 2.650 0.690 -5.325 -0.06 0.32 0.21
H 5.517 1.526 1.021 -0.18 0.20 -0.42
H 5.046 0.666 -5.074 -0.50 -0.02 -0.21
H 0.423 0.651 -3.859 0.20 -0.11 0.29
N -1.185 -2.275 -3.853 2.16 -1.62 -0.36
H 1.878 -0.151 -0.528 0.69 -0.22 0.16
N -1.356 3.822 -4.505 -0.19 -1.41 1.12
H 4.247 3.857 -0.014 0.24 0.12 0.09
H 1.862 -1.303 -4.195 -0.33 -0.07 -0.19
N 4.843 1.152 0.365 1.06 1.27 0.52
H 2.821 0.393 4.283 0.43 0.48 -0.01
H -1.667 -2.168 -2.961 0.03 -0.26 -0.37
O -1.282 -2.550 -0.380 -0.08 -0.02 -1.75
O 0.468 0.148 2.214 0.45 0.36 1.09
O 2.013 1.197 -3.435 1.49 -0.14 -0.42
H -0.116 -2.765 4.549 0.01 -0.02 0.03
O -1.216 -2.222 1.827 -1.22 -1.39 -1.93
H 5.026 0.438 -3.409 -0.28 0.30 0.57
N 1.988 1.838 2.183 0.33 -0.09 1.08
```
Positions in Å, forces in eV/Å.

[4]
This record from OMol25 describes a structure of composition C12H5Cl2F5GaNO4S6. The level of theory is ωB97M-V/def2-TZVPD.

Output
Net charge: -2
HOMO-LUMO gap, eV: 6.57
Electronic energy, Eh: -6549.78417
F_max, eV Å⁻¹: 0.68
E_HOMO, eV: -2.2

The geometry in XYZ format:
```
36
Properties=species:S:1:pos:R:3:forces:R:3
C 0.792 -3.797 -2.611 -0.03 0.13 0.05
Cl -0.701 1.756 -2.127 0.03 0.11 -0.24
S -0.654 3.226 0.810 -0.05 0.05 -0.08
C 1.179 4.963 4.318 -0.01 0.02 0.00
Cl -2.699 0.707 -4.017 0.03 -0.01 0.02
C 0.466 -5.353 -4.480 0.02 0.00 0.00
H -1.037 -0.472 -2.798 0.00 -0.01 0.00
H -3.019 -2.383 -0.074 0.02 0.00 0.00
O -2.215 -0.539 -0.598 0.00 0.03 0.03
F 1.492 -7.496 -4.486 0.00 0.01 0.01
S -0.126 0.973 3.267 0.06 0.05 -0.02
O -2.019 -1.188 1.544 -0.03 0.04 0.02
S 0.481 -2.288 -1.829 -0.05 -0.20 -0.14
C 0.300 2.666 3.340 -0.06 -0.01 -0.03
S 2.217 -0.714 0.331 0.06 0.04 0.11
C 1.269 -6.307 -3.884 0.01 0.01 0.02
C 1.838 -6.014 -2.658 -0.02 0.01 -0.04
C -3.054 -1.660 -0.884 -0.02 -0.01 -0.04
C 0.248 -4.139 -3.858 -0.03 -0.03 -0.04
C 1.603 -4.796 -2.050 0.01 -0.06 0.02
O 3.556 -0.738 -0.244 0.06 0.02 0.02
C -1.695 -0.437 0.656 0.01 -0.11 -0.21
H -4.078 -1.307 -1.026 0.00 0.01 0.01
S 1.029 3.279 4.815 0.04 -0.01 0.00
C -1.076 0.490 -3.298 -0.06 0.00 0.04
C 0.084 3.567 2.366 0.01 -0.04 -0.04
Ga -0.253 0.958 0.908 0.11 -0.07 0.66
F 2.624 -6.934 -2.064 -0.01 0.00 -0.01
N 1.490 0.578 0.235 -0.08 0.03 -0.16
F 2.184 -4.599 -0.858 -0.01 0.02 -0.02
F -0.543 -3.266 -4.509 0.00 0.00 0.03
H -2.679 -2.110 -1.802 0.00 0.00 0.00
O 1.647 5.838 5.012 -0.01 0.01 0.01
S 0.576 5.221 2.682 0.01 0.00 0.01
H -0.353 0.545 -4.101 0.00 -0.01 0.00
F -0.100 -5.620 -5.675 0.01 0.00 0.00
```
Positions in Å, forces in eV/Å.

[5]
This record from OMol25 describes the ion C12H5Cl4O2S with charge -1 at a distorted geometry. The level of theory is ωB97M-V/def2-TZVPD.

Output
Net charge: -1
HOMO-LUMO gap, eV: 6.74
Electronic energy, Eh: -2849.73429
SMILES: O=C1C(Cl)=C(Cl)C(Cl)=C(Cl)[C@]1([O-])Sc1ccccc1
F_max, eV Å⁻¹: 2.64
E_HOMO, eV: -4.4

The geometry in XYZ format:
```
24
Properties=species:S:1:pos:R:3:forces:R:3
C -1.863 3.195 -0.567 -1.09 -2.23 0.88
C -2.214 1.036 0.697 1.77 -0.62 1.52
O -2.909 0.210 1.261 0.32 1.12 -1.06
C -0.498 3.319 -0.096 0.85 -1.07 0.74
H 2.623 -4.327 0.403 -0.13 0.23 -0.02
Cl -2.467 4.323 -1.688 -0.15 0.38 -0.15
C 0.067 2.332 0.664 -1.22 0.53 -0.34
Cl -4.324 2.044 -0.566 -0.70 0.21 -0.36
C -0.056 -2.396 -0.471 0.61 0.44 0.38
C 0.674 -3.526 -0.093 0.06 0.16 -0.16
C 2.010 -1.070 -0.428 -0.53 -0.52 0.38
H -1.136 -2.405 -0.655 0.48 -0.13 0.24
H 3.799 -2.122 0.130 -0.30 -0.18 -0.12
C 2.062 -3.439 0.111 -0.28 0.38 -0.04
C -2.680 2.154 -0.138 0.83 1.09 -0.70
C 2.725 -2.211 -0.055 -0.18 -0.02 -0.11
H 0.140 -4.467 0.062 0.31 0.21 -0.11
S -0.276 0.290 -0.916 0.02 -0.34 -2.23
O -0.185 0.194 1.799 0.17 0.24 -0.34
C -0.585 0.926 0.850 -1.53 0.81 1.82
H 2.482 -0.092 -0.578 -0.13 -0.48 0.19
Cl 0.448 4.658 -0.618 0.07 0.49 0.01
Cl 1.553 2.534 1.460 0.26 -0.06 -0.20
C 0.611 -1.160 -0.566 0.50 -0.63 -0.22
```
Positions in Å, forces in eV/Å.